Density functional theory data (the ωB97M-V functional and the def2-TZVPD basis) for a cluster of 8 separate species, C4H22NO7 in total at a distorted geometry.

- Relative energy (zero: lowest compared OMol25 entry of this formula, charge and spin): 59.1 kJ/mol
- Calculated total energy: -746.92234 hartree
- F_max: 3.703 eV Å⁻¹
- Multiplicity: 2
- E_LUMO (alpha / beta): 0.004 / 0.004 Eh
- HOMO energy (alpha / beta): -0.170 / -0.269 Eh
- Gap between HOMO and LUMO (alpha / beta): 4.71 / 7.42 eV

Positions of all 34 atoms, in Å:
C  -1.022  -1.241  3.242
C  -0.797  -1.436  1.804
C  -1.624  -1.396  0.755
N  -1.108  -1.364  -0.561
C  -1.979  -1.247  -1.611
H  -0.375  -0.396  3.535
H  -2.060  -0.894  3.564
H  -0.972  -2.064  3.950
H  0.267  -1.733  1.780
H  -2.677  -1.180  0.755
H  -0.108  -1.377  -0.846
H  -1.497  -1.367  -2.572
H  -2.992  -0.964  -1.392
H  -0.322  2.490  -1.564
H  -0.173  0.982  -1.888
O  -0.784  1.649  -1.594
H  1.372  -1.890  -2.168
H  0.462  -2.767  -3.128
O  0.483  -2.020  -2.539
H  2.393  -0.877  -0.065
H  2.160  0.077  -1.201
O  1.717  -0.622  -0.694
H  -0.015  1.320  1.331
H  0.954  1.930  2.359
O  0.780  1.128  1.854
H  2.621  1.816  -1.771
H  2.280  1.397  -3.198
O  1.877  1.649  -2.367
H  3.396  2.087  0.835
H  2.336  0.929  1.034
O  3.007  1.302  0.418
H  -2.867  2.327  1.291
H  -2.331  2.094  -0.104
O  -2.402  1.657  0.755

Forces on atoms 1 to 3 (eV/Å):
C -2.772 1.808 1.661
C 0.715 -1.483 0.814
C 2.326 0.800 -1.339


Density functional theory data (the ωB97M-V functional and the def2-TZVPD basis) for a cluster of 7 separate species, C4H22NO7P in total at a distorted geometry.

- Calculated total energy: -1088.33953 hartree
- F_max: 1.334 eV Å⁻¹
- E_LUMO: 0.005 Eh
- HOMO energy: -0.347 Eh
- Gap between HOMO and LUMO: 9.56 eV
- SMILES: CNCPCC=O.O.O.O.O.O.O

Positions of all 35 atoms, in Å:
C  1.970  0.787  -0.463
N  0.761  1.084  -1.245
C  -0.098  -0.076  -1.468
P  -1.633  0.353  -2.408
C  -2.397  1.485  -1.155
C  -3.580  0.828  -0.502
O  -3.678  -0.384  -0.367
H  2.224  -0.268  -0.482
H  2.781  1.367  -0.878
H  1.812  1.112  0.559
H  1.016  1.438  -2.154
H  0.411  -0.896  -1.970
H  -0.468  -0.412  -0.504
H  -1.061  1.286  -3.303
H  -1.679  1.678  -0.359
H  -2.647  2.453  -1.571
H  -4.353  1.501  -0.101
O  5.022  1.108  -1.801
H  5.732  1.082  -1.151
H  5.466  1.308  -2.632
O  -2.802  -2.137  2.116
H  -3.179  -1.615  1.397
H  -2.225  -2.764  1.671
O  2.366  4.433  -1.437
H  1.890  3.600  -1.505
H  3.029  4.274  -0.761
O  -1.523  -2.948  4.952
H  -1.900  -2.434  4.226
H  -0.942  -3.579  4.521
O  -4.648  -2.897  5.396
H  -3.693  -2.868  5.267
H  -4.998  -3.088  4.523
O  4.658  -1.815  -2.230
H  3.814  -2.144  -1.912
H  4.553  -0.854  -2.270

Forces on atoms 1 to 3 (eV/Å):
C -0.636 0.518 -0.265
N -0.016 -0.254 -0.102
C -0.179 0.800 -0.054


Density functional theory data (the ωB97M-V functional and the def2-TZVPD basis) for a cluster of 8 separate species, C4H22NO9 in total at a distorted geometry.

- Relative energy (zero: lowest compared OMol25 entry of this formula, charge and spin): 192.3 kJ/mol
- Calculated total energy: -897.60073 hartree
- F_max: 1.505 eV Å⁻¹
- E_LUMO: 0.118 Eh
- HOMO energy: -0.214 Eh
- Gap between HOMO and LUMO: 9.04 eV
- Total charge: -1

Positions of all 36 atoms, in Å:
O  -0.210  2.273  3.716
C  -0.072  2.115  2.524
C  -0.225  0.796  1.784
C  -1.714  0.703  1.328
C  -1.824  0.285  -0.134
O  -0.984  -0.793  -0.434
N  0.198  -0.256  2.675
H  0.193  2.999  1.912
H  0.439  0.925  0.931
H  -2.207  1.649  1.560
H  -2.123  -0.070  1.977
H  -2.889  0.089  -0.352
H  -1.565  1.092  -0.842
H  -0.158  -1.167  2.400
H  0.174  -0.050  3.660
H  -0.126  1.300  -2.333
H  1.079  1.172  -3.154
O  0.497  1.863  -2.805
H  -0.479  -3.396  1.305
H  -1.212  -2.158  0.598
O  -1.234  -2.788  1.364
H  0.879  -0.774  -0.276
H  1.616  -1.169  0.973
O  1.677  -1.283  0.007
H  3.033  0.000  -0.437
H  3.613  -0.365  -1.805
O  3.744  0.249  -1.067
H  0.031  -1.363  -3.266
H  -0.066  -1.018  -1.749
O  0.488  -0.881  -2.569
H  1.326  2.452  -1.308
H  2.698  2.433  -0.707
O  1.826  2.798  -0.526
H  -1.646  -1.927  -1.732
H  -2.502  -3.105  -1.204
O  -2.275  -2.631  -2.011

Forces on atoms 1 to 3 (eV/Å):
O 0.042 -0.325 0.000
C 0.071 0.310 0.119
C -0.122 1.063 1.059


Density functional theory data (the ωB97M-V functional and the def2-TZVPD basis) for a cluster of 8 separate species, C4H22O8S2 in total at a distorted geometry.

- Calculated total energy: -1563.86849 hartree
- F_max: 2.979 eV Å⁻¹
- E_LUMO: 0.003 Eh
- HOMO energy: -0.331 Eh
- Gap between HOMO and LUMO: 9.08 eV
- SMILES: CSSCCC=O.O.O.O.O.O.O.O

Positions of all 36 atoms, in Å:
C  0.451  -0.088  -4.135
C  -0.409  0.445  -2.995
O  -0.380  -0.117  -1.925
C  1.886  -0.379  -3.723
S  2.320  -2.149  -3.788
S  3.174  -2.628  -1.987
C  1.840  -2.685  -0.749
H  -0.147  -0.927  -4.521
H  0.390  0.553  -5.025
H  -1.075  1.292  -3.215
H  2.108  -0.119  -2.687
H  2.571  0.196  -4.343
H  2.387  -2.441  0.150
H  1.261  -3.607  -0.695
H  1.086  -1.909  -0.883
H  -0.566  1.278  -0.602
H  -1.380  1.291  0.735
O  -1.068  1.845  -0.003
H  -3.144  0.881  2.262
H  -1.931  0.663  3.237
O  -2.217  0.602  2.300
H  0.767  2.584  0.670
H  0.016  3.638  1.441
O  0.836  3.148  1.445
H  -2.322  -2.040  0.714
H  -2.268  -3.398  -0.299
O  -2.643  -2.901  0.397
H  3.771  3.579  2.014
H  2.331  3.554  2.345
O  3.195  3.718  2.782
H  0.344  0.879  4.543
H  -0.029  1.828  3.451
O  -0.418  1.330  4.197
H  -4.015  -1.935  3.075
H  -3.154  -3.221  2.544
O  -3.569  -2.760  3.272

Forces on atoms 1 to 3 (eV/Å):
C -1.033 0.683 -0.483
C 0.609 -0.942 -0.625
O -0.024 0.522 0.068


Density functional theory data (the ωB97M-V functional and the def2-TZVPD basis) for a cluster of 7 separate species, C4H22O9 in total at a distorted geometry.

- Relative energy (zero: lowest compared OMol25 entry of this formula, charge and spin): 104.8 kJ/mol
- Calculated total energy: -842.70747 hartree
- F_max: 2.642 eV Å⁻¹
- E_LUMO: 0.005 Eh
- HOMO energy: -0.347 Eh
- Gap between HOMO and LUMO: 9.55 eV
- SMILES: OCCO.OCCO.O.O.O.O.O

Positions of all 35 atoms, in Å:
O  2.293  1.843  1.045
H  2.740  2.586  1.435
H  2.515  1.125  1.648
O  -0.065  0.692  1.003
H  0.543  1.418  0.997
H  -0.848  1.079  0.652
O  -0.219  -0.598  3.570
H  -0.736  -1.389  3.275
H  -0.214  0.003  2.835
O  2.537  -0.289  2.798
H  2.927  0.007  3.607
H  1.649  -0.346  3.151
O  1.742  2.577  -1.460
H  2.369  2.091  -0.922
H  1.398  3.146  -0.775
C  1.409  -1.536  -0.800
C  0.836  -0.716  -1.910
O  1.822  -0.094  -2.758
O  0.334  -1.945  -0.005
H  2.096  -1.007  -0.141
H  1.903  -2.371  -1.267
H  0.025  0.002  -1.662
H  0.278  -1.471  -2.401
H  2.176  0.632  -2.258
H  0.076  -1.237  0.549
C  -3.025  0.279  -0.509
C  -2.875  -1.030  -1.258
O  -3.859  -1.933  -0.803
O  -1.913  1.147  -0.819
H  -2.913  0.227  0.586
H  -3.995  0.746  -0.729
H  -1.891  -1.440  -1.161
H  -3.074  -0.929  -2.369
H  -3.919  -2.642  -1.408
H  -2.117  1.380  -1.722

Forces on atoms 1 to 3 (eV/Å):
O 0.169 0.359 -0.148
H 0.283 0.698 0.141
H 0.026 -0.989 0.399


Density functional theory data (the ωB97M-V functional and the def2-TZVPD basis) for a cluster of 8 separate species, C4H23NO10 in total at a distorted geometry.

- Relative energy (zero: lowest compared OMol25 entry of this formula, charge and spin): 205.2 kJ/mol
- Calculated total energy: -973.35172 hartree
- F_max: 3.109 eV Å⁻¹
- E_LUMO: 0.001 Eh
- HOMO energy: -0.346 Eh
- Gap between HOMO and LUMO: 9.44 eV
- SMILES: N[C@H](CCO)C(=O)O.O.O.O.O.O.O.O

Positions of all 38 atoms, in Å:
O  0.131  0.500  1.509
C  -0.508  -0.550  1.705
O  -1.482  -0.583  2.551
C  -0.082  -1.796  0.999
C  -0.764  -2.050  -0.370
C  -2.193  -1.503  -0.566
O  -2.355  -0.165  -0.110
N  1.384  -1.820  0.863
H  -1.784  0.313  3.013
H  -0.374  -2.605  1.682
H  -0.105  -1.501  -1.058
H  -0.773  -3.121  -0.562
H  -2.419  -1.625  -1.627
H  -2.810  -2.100  0.112
H  -2.264  0.402  -0.881
H  1.719  -0.884  1.032
H  1.612  -2.127  -0.070
H  -1.921  0.875  -3.981
H  -1.431  -0.276  -3.262
O  -2.019  -0.088  -4.007
H  0.821  3.381  1.104
H  1.187  4.148  0.004
O  0.350  3.888  0.419
H  0.805  -2.512  -2.405
H  1.590  -1.678  -3.382
O  1.622  -2.013  -2.478
H  -2.661  1.700  1.892
H  -1.172  1.848  2.248
O  -2.061  1.760  2.645
H  1.048  2.235  -1.995
H  1.010  1.089  -1.037
O  1.103  1.272  -1.982
H  2.810  0.975  0.967
H  2.173  1.227  2.309
O  2.694  1.668  1.630
H  2.769  -0.789  -1.714
H  3.659  0.471  -1.637
O  3.165  -0.151  -1.099

Forces on atoms 1 to 3 (eV/Å):
O -0.308 -0.594 0.078
C 1.020 2.933 -0.140
O -0.971 -1.519 1.289


Density functional theory data (the ωB97M-V functional and the def2-TZVPD basis) for a cluster of 8 separate species, C4H24N2O9 in total at a distorted geometry.

- Relative energy (zero: lowest compared OMol25 entry of this formula, charge and spin): 408.7 kJ/mol
- Calculated total energy: -953.39394 hartree
- F_max: 6.926 eV Å⁻¹
- E_LUMO: 0.002 Eh
- HOMO energy: -0.370 Eh
- Gap between HOMO and LUMO: 10.12 eV
- SMILES: C[C@H](CO)NC(N)=O.O.O.O.O.O.O.O

Positions of all 39 atoms, in Å:
C  0.937  1.239  2.514
C  -0.439  1.260  1.981
C  -1.698  0.960  2.893
O  -2.717  0.724  1.993
N  -0.378  0.535  0.716
C  -0.486  1.149  -0.551
N  -0.939  0.237  -1.554
O  -0.060  2.227  -0.819
H  1.104  1.707  3.543
H  1.358  0.364  2.270
H  1.512  1.988  2.104
H  -0.630  2.381  1.597
H  -1.420  0.109  3.523
H  -1.878  1.969  3.374
H  -3.310  -0.125  2.039
H  -0.527  -0.430  0.663
H  -0.830  0.690  -2.540
H  -1.845  -0.175  -1.366
H  1.629  -1.069  0.594
H  0.921  -2.387  0.808
O  1.700  -1.908  1.133
H  0.669  -3.053  -2.106
H  -0.605  -2.291  -2.374
O  -0.268  -3.014  -1.939
H  -3.436  -0.802  0.443
H  -3.920  0.652  0.362
O  -3.672  -0.156  -0.222
H  1.253  -0.331  -3.905
H  2.785  -0.743  -3.674
O  1.919  -1.103  -3.963
H  3.819  -0.656  -1.247
H  4.038  0.841  -1.819
O  4.017  -0.105  -1.896
H  -1.495  -3.026  -0.228
H  -1.542  -3.941  0.919
O  -2.128  -3.305  0.383
H  2.409  3.443  -1.886
H  1.567  3.092  -0.809
O  2.584  3.049  -0.959

Forces on atoms 1 to 3 (eV/Å):
C -1.068 3.234 3.791
C -1.255 3.554 -2.040
C 2.188 0.737 -0.689


Density functional theory data (the ωB97M-V functional and the def2-TZVPD basis) for a cluster of 7 separate species, C4H24NO7 in total at a distorted geometry.

- Relative energy (zero: lowest compared OMol25 entry of this formula, charge and spin): 49.0 kJ/mol
- Calculated total energy: -747.98754 hartree
- F_max: 2.230 eV Å⁻¹
- E_LUMO: -0.101 Eh
- HOMO energy: -0.519 Eh
- Gap between HOMO and LUMO: 11.38 eV
- Total charge: +1

Positions of all 36 atoms, in Å:
C  2.007  -1.059  -1.762
O  2.641  0.216  -1.684
C  0.750  -1.127  -0.805
C  -0.020  -2.389  -1.343
C  -1.447  -2.520  -0.895
N  1.173  -1.299  0.641
H  1.587  -1.284  -2.738
H  2.726  -1.805  -1.477
H  1.936  0.803  -1.989
H  0.079  -0.257  -0.929
H  -0.007  -2.123  -2.374
H  0.701  -3.210  -1.226
H  -2.126  -2.957  -1.630
H  -1.594  -3.148  -0.024
H  -1.965  -1.593  -0.701
H  1.393  -2.286  0.759
H  0.408  -0.906  1.220
H  2.000  -0.693  0.803
H  -0.343  4.235  0.675
H  -1.324  4.061  1.827
O  -1.277  4.041  0.857
H  -1.273  1.937  -0.577
H  -2.422  0.842  -1.041
O  -1.588  1.027  -0.614
H  1.976  2.310  -0.655
H  1.543  3.645  -1.377
O  1.551  3.171  -0.538
H  1.774  1.477  2.045
H  2.967  1.349  0.996
O  2.488  0.929  1.714
H  -1.521  -1.734  2.406
H  -1.674  -0.216  2.050
O  -1.218  -1.065  1.782
H  -3.014  1.143  1.673
H  -3.807  -0.065  2.509
O  -3.080  0.549  2.423

Forces on atoms 1 to 3 (eV/Å):
C -1.364 0.822 1.527
O -0.583 -0.107 -0.113
C 0.262 -1.347 -1.386